Record 1
Molecular formula: C8H13N3S
Method: DFT, ωB97M-V/def2-TZVPD

Computed properties:
- molar mass (g mol⁻¹) = 183.28
- orbital gap (eV) = 8.53

Geometry as XYZ:
```
25
Properties=species:S:1:pos:R:3:lowdin_charge:R:1
S -2.417 -1.014 -0.383 1.005
N 0.201 -1.746 -0.184 -0.266
N -2.022 2.545 0.661 0.129
N -2.936 0.428 0.110 -0.302
C -0.759 -0.852 -0.047 -0.510
C -0.599 0.578 0.210 -0.182
C -1.836 1.200 0.369 -0.466
C 1.107 2.356 -0.520 -0.141
C 0.649 1.348 0.425 -0.299
C 1.767 1.052 -0.539 -0.120
C -0.204 -2.842 -0.956 -0.149
C 1.240 -1.932 0.821 -0.023
H 0.276 2.679 -1.161 0.118
H 2.267 -1.809 0.435 0.092
H 1.028 -1.205 1.666 0.119
H 0.956 1.422 1.506 0.152
H 1.630 3.200 -0.095 0.105
H -0.832 -3.667 -0.453 0.108
H -1.796 2.981 1.525 0.089
H -2.900 2.801 0.332 0.060
H 2.734 0.994 -0.257 0.057
H 1.145 -2.938 1.136 0.066
H 1.450 0.274 -1.379 0.157
H -0.842 -2.420 -1.790 0.075
H 0.694 -3.433 -1.434 0.124
```

---

Record 2
Molecular formula: C8H13N3S
Method: DFT, ωB97M-V/def2-TZVPD

Computed properties:
- molar mass (g mol⁻¹) = 183.28
- orbital gap (eV) = 7.91
- total charge = +2

Geometry as XYZ:
```
25
Properties=species:S:1:pos:R:3:lowdin_charge:R:1
S -3.233 -0.935 0.575 1.065
N -0.564 -0.662 -0.219 0.136
N 2.134 -2.387 0.467 0.108
N 0.718 2.057 0.198 0.067
C 0.968 -2.432 0.052 -0.049
C -1.731 -0.615 -0.063 -0.333
C 1.373 0.843 0.661 -0.107
C 2.914 -1.192 0.120 -0.103
C 1.883 -0.177 -0.389 -0.175
C -4.336 0.078 -0.529 -0.283
C -0.193 2.703 0.839 0.205
C 0.646 -1.127 -0.669 -0.229
H 0.465 -3.347 0.080 0.129
H -4.454 0.989 0.115 0.057
H -0.673 3.461 0.195 0.141
H -5.330 -0.503 -0.526 0.094
H 0.899 2.242 -0.844 0.225
H 3.573 -1.443 -0.747 0.158
H 3.497 -0.731 0.936 0.139
H 2.359 1.042 0.956 0.128
H -4.073 0.324 -1.540 0.054
H 2.166 0.227 -1.341 0.146
H -0.401 2.618 1.924 0.155
H 0.816 0.388 1.402 0.123
H 0.576 -1.420 -1.650 0.150
```

---

Record 3
Molecular formula: C8H13N4
Method: DFT, ωB97M-V/def2-TZVPD

Computed properties:
- molar mass (g mol⁻¹) = 165.22
- orbital gap (alpha / beta) (eV) = 7.68 / 7.68
- total charge = +1

Geometry as XYZ:
```
25
Properties=species:S:1:pos:R:3:lowdin_charge:R:1
N -2.798 -1.007 0.103 0.022
N -2.374 0.984 -0.586 0.005
N 2.597 1.345 1.506 0.119
N 1.512 -0.481 -0.620 -0.097
C 0.831 -1.529 1.641 0.097
C 2.695 1.505 0.220 -0.152
C 0.793 -0.867 -1.825 -0.017
C -1.770 -0.257 -0.467 -0.078
C 2.261 0.691 -0.783 -0.048
C -3.572 1.059 0.060 -0.092
C -3.909 -0.228 0.384 -0.069
C 1.191 -0.975 0.503 -0.042
H -2.515 -1.909 0.326 0.105
H 1.326 -0.813 -2.655 0.046
H 3.077 1.981 2.172 0.150
H -4.203 1.884 0.226 0.104
H -0.269 -0.384 -1.768 0.069
H 2.374 0.851 -1.784 0.088
H 0.347 -0.958 2.441 0.096
H 3.237 2.390 0.057 0.125
H -4.662 -0.757 0.858 0.096
H 2.151 0.487 1.889 0.093
H -1.880 1.676 -1.153 0.148
H 0.897 -2.581 1.898 0.090
H 0.573 -1.983 -1.603 0.140
```

---

Record 4
Molecular formula: C8H13N4O5P
Method: DFT, ωB97M-V/def2-TZVPD

Computed properties:
- molar mass (g mol⁻¹) = 276.19
- orbital gap (eV) = 8.50

Geometry as XYZ:
```
31
Properties=species:S:1:pos:R:3:lowdin_charge:R:1
P -1.198 -1.941 -0.697 0.390
O 0.451 3.341 -2.666 0.051
O -1.853 -0.775 -1.270 -0.271
O -1.723 -3.199 -1.524 -0.115
O 0.345 -1.818 -0.888 -0.124
O -0.954 -1.342 2.058 -0.177
N -1.289 2.815 -1.331 0.178
N 1.202 0.326 0.635 -0.108
N -0.893 1.581 0.588 0.159
N 2.381 0.351 -0.138 0.021
C 0.003 2.650 -1.762 -0.437
C 1.134 -0.159 2.068 -0.064
C -1.666 2.349 -0.114 -0.114
C 0.807 1.732 -1.045 -0.109
C 2.146 1.227 -1.317 -0.097
C 0.319 1.246 0.098 -0.276
C 0.439 -1.512 2.269 -0.195
C -1.647 -2.172 1.085 -0.185
H -1.855 3.455 -1.844 0.156
H -2.584 2.608 0.327 0.121
H -1.741 -2.915 -2.451 0.092
H 2.646 -0.571 -0.447 0.111
H 0.512 -0.951 -0.430 0.037
H 0.537 -1.793 3.290 0.113
H 2.185 0.603 -2.248 0.141
H -2.703 -1.981 1.183 0.103
H 0.611 0.604 2.631 0.119
H 0.809 -2.282 1.563 0.126
H 2.139 -0.240 2.475 0.120
H -1.462 -3.252 1.326 0.113
H 2.900 2.015 -1.426 0.121
```

---

Record 5
Molecular formula: C8H13NO2S2
Method: DFT, ωB97M-V/def2-TZVPD

Computed properties:
- molar mass (g mol⁻¹) = 219.33
- orbital gap (alpha / beta) (eV) = 7.62 / 7.61

Geometry as XYZ:
```
26
Properties=species:S:1:pos:R:3:lowdin_charge:R:1
S 1.854 -0.345 -0.605 0.844
S 3.837 -0.428 1.302 0.736
O 0.474 1.876 -1.050 0.051
O 1.419 -1.039 -1.829 -0.426
N -0.810 0.456 0.278 -0.090
C 4.438 0.529 -0.197 -0.501
C 0.274 0.857 -0.427 -0.440
C 3.298 0.832 -1.031 -0.313
C -3.110 -0.172 0.126 -0.112
C 2.924 -1.466 0.290 -0.644
C -2.110 1.032 0.180 -0.128
C -0.904 -0.974 0.583 -0.172
C -2.341 -1.174 1.043 -0.154
H 2.480 -2.235 0.925 0.010
H -3.101 -0.524 -0.861 0.094
H -4.092 -0.116 0.462 0.087
H 3.038 1.869 -1.193 0.095
H -2.479 -1.030 2.130 0.122
H -0.199 -1.189 1.391 0.124
H 3.446 0.578 -2.074 0.100
H 5.294 -0.193 -0.475 0.103
H -0.681 -1.520 -0.359 0.130
H -2.474 -2.232 0.902 0.104
H 4.882 1.465 0.333 0.103
H -2.137 1.769 -0.764 0.178
H -2.301 1.485 1.104 0.100
```

---

Record 6
Molecular formula: C8H13NO3RuS
Method: DFT, ωB97M-V/def2-TZVPD

Computed properties:
- 2S+1 = 5
- expectation value of S² = 6.0273
- molar mass (g mol⁻¹) = 304.33
- orbital gap (alpha / beta) (eV) = 7.34 / 7.35

Geometry as XYZ:
```
27
Properties=species:S:1:pos:R:3:lowdin_charge:R:1
Ru -0.482 -0.451 -0.747 1.314
S 0.648 1.071 2.094 0.428
O -0.548 1.910 1.975 -0.379
O 0.324 -0.357 1.671 -0.451
O 1.839 1.560 1.398 -0.372
N -1.790 -1.063 0.132 -0.187
C -1.361 1.443 -1.334 -0.167
C 1.055 0.984 3.830 -0.144
C -1.244 0.536 -2.448 -0.217
C 0.668 -2.130 -1.334 -0.200
C 0.159 0.260 -2.641 -0.225
C -0.036 1.770 -0.893 -0.175
C -0.385 -2.670 -0.521 -0.148
C 0.901 0.990 -1.648 -0.160
H -2.059 0.127 -3.037 0.108
H -2.551 -1.252 0.787 0.046
H -1.163 -3.250 -1.035 0.079
H -0.150 -2.960 0.509 0.080
H 0.212 2.567 -0.207 0.100
H 1.975 0.953 -1.496 0.123
H 0.623 -2.302 -2.412 0.064
H -2.288 1.791 -0.886 0.122
H 0.577 -0.419 -3.376 0.104
H 1.664 -2.014 -0.900 0.084
H 0.252 1.443 4.408 0.059
H 1.988 1.524 4.004 0.059
H 1.173 -0.063 4.106 0.055
```

---

Record 7
Molecular formula: C8H13NO3S
Method: DFT, ωB97M-V/def2-TZVPD

Computed properties:
- molar mass (g mol⁻¹) = 203.26
- orbital gap (eV) = 7.75

Geometry as XYZ:
```
26
Properties=species:S:1:pos:R:3:lowdin_charge:R:1
S -0.742 -2.208 0.500 0.712
O -2.152 -1.478 0.618 -0.166
O -0.603 -3.257 -0.530 -0.305
O -0.356 -2.535 1.886 -0.311
N -0.277 0.608 -0.165 -0.088
C -1.721 2.217 0.700 -0.094
C 1.450 -0.834 0.944 -0.219
C -1.736 1.899 -1.672 -0.105
C -0.561 0.962 -1.549 -0.151
C -0.987 1.087 0.864 -0.123
C 2.338 -2.090 0.671 -0.064
C 0.322 -0.707 -0.032 -0.306
C -2.224 2.536 -0.603 -0.132
H 1.983 0.024 0.672 0.104
H -0.781 0.620 1.819 0.136
H -2.873 -1.873 0.081 0.122
H 1.144 -0.891 1.977 0.105
H -2.036 2.752 1.600 0.097
H -2.198 1.947 -2.765 0.141
H 1.905 -2.911 1.036 0.012
H -0.597 0.159 -2.215 0.092
H 0.665 -1.141 -0.970 0.127
H 2.628 -2.266 -0.303 0.053
H -3.040 3.230 -0.852 0.108
H 0.330 1.597 -1.873 0.141
H 3.314 -1.953 1.246 0.111
```

---

Record 8
Molecular formula: C8H13PS
Method: DFT, ωB97M-V/def2-TZVPD

Computed properties:
- molar mass (g mol⁻¹) = 172.23
- orbital gap (eV) = 8.09

Geometry as XYZ:
```
23
Properties=species:S:1:pos:R:3:lowdin_charge:R:1
S 2.322 1.196 0.389 0.469
P 1.056 -0.443 0.323 0.661
C -2.834 0.769 -0.047 -0.214
C -3.401 1.370 -1.258 -0.024
C 3.893 0.242 0.364 -0.651
C -1.917 -1.663 0.442 -0.062
C -1.778 -0.129 0.578 -0.456
C -3.042 0.508 1.201 0.083
C -0.399 0.346 0.663 -0.452
C 4.538 -0.539 -0.799 -0.150
H 3.934 -1.424 -0.888 0.053
H 4.538 -0.047 -1.661 0.021
H -1.351 -2.052 1.149 0.011
H -1.612 -1.912 -0.472 0.019
H 5.503 -0.875 -0.513 0.066
H 4.647 1.123 0.407 0.077
H -2.871 2.138 -1.595 0.022
H -4.437 1.713 -1.170 0.087
H -3.666 0.444 2.066 0.098
H 3.697 -0.415 1.314 0.073
H -3.002 -2.107 0.519 0.131
H -0.448 1.313 0.942 0.009
H -3.372 0.444 -1.956 0.128
```

---

Record 9
Molecular formula: C8H14
Method: DFT, ωB97M-V/def2-TZVPD

Computed properties:
- molar mass (g mol⁻¹) = 110.20
- orbital gap (eV) = 9.85

Geometry as XYZ:
```
22
Properties=species:S:1:pos:R:3:lowdin_charge:R:1
C -1.372 -2.318 0.560 0.062
C 0.293 -0.453 0.503 -0.170
C -2.204 -0.064 0.364 -0.152
C 0.801 0.000 -0.914 -0.197
C -1.092 -1.020 0.473 -0.339
C 3.042 0.973 -0.242 -0.120
C 1.675 1.255 -0.823 -0.280
C -2.132 1.267 0.316 0.029
H 3.065 0.606 0.781 0.070
H 3.498 0.204 -0.874 0.074
H -0.664 -3.132 0.668 0.065
H 0.972 -1.256 0.791 0.107
H -0.049 0.160 -1.571 0.104
H 3.765 1.785 -0.322 0.068
H 0.459 0.357 1.204 0.110
H -3.029 1.823 0.106 0.052
H -1.190 1.798 0.378 0.050
H 1.160 2.082 -0.331 0.098
H 1.808 1.544 -1.875 0.106
H -3.200 -0.487 0.363 0.096
H -2.411 -2.639 0.563 0.061
H 1.396 -0.811 -1.333 0.106
```

---

Q: Look up the molar mass of the ninth one.
A: 110.20 g mol⁻¹